No. 1
Entry from the Open Molecules 2025 dataset: a structure of composition C34H34As2N2OPd (the ωB97M-V functional and the def2-TZVPD basis).

The total energy comes out at -6099.6936 Ha. The HOMO energy (spin up / spin down) is -13.90 / -13.90 eV. The net charge is +2. Its maximum force is 0.0416 hartree/bohr. The calculation puts the relative energy (zero: lowest compared OMol25 entry of this formula, charge and spin) at 1.203 eV. Its multiplicity is 1.

Last column: Mulliken charge in e.
Element x y z (Å)
Pd: 0.135 0.504 0.545  0.0132
C: 1.177 -2.113 -0.777  -0.7536
C: 1.178 -1.351 -2.095  -1.5210
As: 0.540 0.485 -1.878  1.8370
C: 0.856 1.229 -3.603  0.5570
C: 0.630 0.399 -4.700  -0.4986
C: 0.882 0.888 -5.974  -0.8317
C: 1.314 2.196 -6.140  -0.4919
C: 1.500 3.024 -5.041  -0.7538
C: 1.261 2.550 -3.760  -0.4090
C: 1.898 1.400 -0.870  0.3410
C: 3.242 1.010 -0.763  -0.8672
C: 4.122 1.794 -0.046  -0.6607
C: 3.683 2.962 0.594  -0.7625
C: 2.362 3.347 0.508  -0.7883
C: 1.465 2.570 -0.234  0.2214
As: -0.559 -1.763 0.056  1.2387
C: -1.723 -2.338 -1.320  -0.0296
C: -1.624 -3.658 -1.756  -0.4046
C: -2.440 -4.080 -2.796  -0.7915
C: -3.341 -3.197 -3.383  -0.5379
C: -3.437 -1.887 -2.937  -0.7063
C: -2.626 -1.451 -1.896  -0.3292
C: -0.698 -2.907 1.564  0.7656
C: 0.303 -2.849 2.532  -0.3716
C: 0.206 -3.643 3.663  -0.8167
C: -0.895 -4.476 3.836  -0.5444
C: -1.897 -4.516 2.879  -0.6912
C: -1.806 -3.727 1.738  -0.5916
H: 1.944 -1.766 -0.089  0.4316
H: 1.315 -3.183 -0.935  0.7168
H: 0.474 -1.813 -2.788  0.4166
H: 2.152 -1.335 -2.584  0.7875
H: 0.281 -0.617 -4.584  0.3637
H: 0.732 0.249 -6.834  0.4199
H: 1.503 2.576 -7.136  0.4095
H: 1.833 4.044 -5.180  0.4166
H: 1.420 3.198 -2.909  0.4107
H: 3.603 0.122 -1.267  0.3740
H: 5.165 1.511 0.010  0.4556
H: 4.391 3.571 1.142  0.4699
H: 2.021 4.255 0.989  0.5143
H: 0.448 2.925 -0.385  0.6240
H: -0.934 -4.356 -1.298  0.4324
H: -2.376 -5.101 -3.147  0.4367
H: -3.975 -3.538 -4.190  0.4350
H: -4.146 -1.207 -3.391  0.4568
H: -2.703 -0.430 -1.540  0.4127
H: 1.163 -2.201 2.407  0.2529
H: 0.988 -3.616 4.411  0.4357
H: -0.970 -5.096 4.720  0.4196
H: -2.753 -5.164 3.015  0.4197
H: -2.597 -3.766 0.999  0.4126
C: -2.921 4.067 1.191  -1.4532
C: -2.320 2.718 1.462  0.4950
O: -1.820 2.021 0.579  -0.3504
N: -2.357 2.271 2.739  0.0430
C: -1.821 0.976 3.121  -1.3262
C: -0.352 1.011 3.467  0.9943
C: 0.061 1.354 4.744  -0.9031
C: 1.411 1.412 5.046  -0.4814
C: 2.334 1.115 4.056  -1.1044
C: 1.867 0.776 2.805  -0.2875
N: 0.557 0.731 2.511  0.6126
H: -2.870 4.264 0.125  0.3355
H: -2.377 4.843 1.732  0.3739
H: -3.961 4.101 1.518  0.4075
H: -2.740 2.875 3.449  0.2666
H: -1.986 0.279 2.303  -0.1478
H: -2.387 0.622 3.981  0.6724
H: -0.683 1.565 5.501  0.5384
H: 1.738 1.677 6.043  0.4459
H: 3.398 1.133 4.246  0.5193
H: 2.544 0.527 1.997  0.6040


No. 2
Entry from the Open Molecules 2025 dataset: a cluster of 15 separate species, C34H34Cl42FNO2 in total (the ωB97M-V functional and the def2-TZVPD basis).

The total energy comes out at -20949.0698 Ha. The HOMO energy is -9.27 eV. The net charge is 0. Its maximum force is 0.0200 hartree/bohr. The calculation puts the relative energy (zero: lowest compared OMol25 entry of this formula, charge and spin) at 0.000 eV. Its multiplicity is 1.

Last column: Mulliken charge in e.
Element x y z (Å)
C: -1.764 -3.501 -1.289  -1.1098
C: -2.822 -2.437 -0.887  -0.2816
C: -2.948 -1.402 -1.973  -0.0100
C: -4.038 -1.428 -2.836  -0.8067
C: -4.218 -0.505 -3.867  0.7216
C: -5.447 -0.586 -4.744  -1.3332
C: -6.767 -0.518 -3.941  -0.4306
C: -7.468 0.857 -4.023  -0.6525
N: -8.059 1.320 -2.757  -0.6996
C: -3.258 0.481 -4.051  -1.5374
C: -2.168 0.540 -3.194  0.8999
C: -2.006 -0.381 -2.161  0.8051
C: -0.813 -0.178 -1.283  0.0480
O: -0.121 -1.075 -0.860  -0.5729
C: -0.514 1.263 -1.003  0.5424
C: -0.113 1.709 0.241  -0.3719
F: 0.031 0.845 1.255  -0.2921
C: 0.111 3.051 0.468  -0.5748
C: -0.067 3.962 -0.559  0.1360
C: -0.456 3.557 -1.836  0.2943
C: -0.627 4.586 -2.918  -1.7101
C: -0.679 2.194 -2.037  0.6484
C: -1.148 1.622 -3.341  -0.2970
O: -0.730 1.965 -4.423  -0.5716
H: -2.211 -4.374 -1.750  0.4365
H: -1.116 -3.040 -2.024  0.4290
H: -1.195 -3.766 -0.402  0.1486
H: -3.790 -2.936 -0.839  0.5166
H: -2.589 -1.988 0.077  0.0987
H: -4.780 -2.208 -2.701  0.5192
H: -5.402 -1.559 -5.235  0.3646
H: -5.414 0.211 -5.484  0.4705
H: -6.596 -0.745 -2.889  0.3755
H: -7.433 -1.287 -4.334  0.3185
H: -6.755 1.612 -4.354  0.3563
H: -8.278 0.786 -4.750  0.3413
H: -7.307 1.671 -2.173  0.2662
H: -8.447 0.526 -2.261  0.2621
H: -3.349 1.220 -4.837  0.4261
H: 0.401 3.393 1.457  0.3750
H: 0.088 5.015 -0.363  0.3978
H: -0.005 5.460 -2.736  0.4348
H: -1.666 4.925 -2.946  0.3342
H: -0.394 4.199 -3.904  0.3832
C: -2.536 -3.653 3.010  -0.0635
Cl: -0.978 -3.194 2.326  -0.0840
Cl: -3.596 -2.251 3.145  -0.0350
Cl: -3.293 -4.917 2.037  -0.1260
H: -2.365 -4.048 4.003  0.3134
C: 1.801 -2.998 5.132  0.2464
Cl: 2.058 -1.645 6.243  -0.1358
Cl: 3.240 -4.002 5.029  -0.0627
Cl: 0.404 -3.946 5.635  -0.1410
H: 1.598 -2.596 4.147  0.0671
C: 4.763 0.878 5.785  0.4266
Cl: 4.848 2.054 4.470  -0.0991
Cl: 6.258 -0.045 5.897  -0.1084
Cl: 4.414 1.689 7.317  -0.1101
H: 3.956 0.191 5.574  -0.0779
C: 0.764 6.378 3.883  -0.0486
Cl: 2.080 5.782 4.883  -0.0316
Cl: 1.089 8.023 3.338  -0.1194
Cl: 0.480 5.307 2.501  -0.1333
H: -0.139 6.393 4.478  0.2602
C: -7.391 -1.056 3.985  0.0718
Cl: -8.546 -0.105 4.917  -0.1254
Cl: -5.977 -0.084 3.565  -0.1255
Cl: -6.923 -2.510 4.864  -0.1115
H: -7.872 -1.359 3.065  0.2813
C: -0.606 -5.343 -4.516  0.1633
Cl: -2.050 -4.332 -4.422  -0.0890
Cl: 0.442 -4.765 -5.821  -0.0868
Cl: 0.282 -5.362 -2.989  -0.1091
H: -0.915 -6.356 -4.740  0.1140
C: 7.211 3.990 6.633  0.8813
Cl: 7.293 5.163 5.316  -0.1267
Cl: 8.706 3.065 6.742  -0.1294
Cl: 6.859 4.799 8.160  -0.1229
H: 6.403 3.304 6.420  -0.5673
C: 0.929 -8.411 -6.739  0.6078
Cl: -0.653 -8.882 -6.100  -0.1439
Cl: 2.213 -9.310 -5.940  -0.1180
Cl: 0.988 -8.650 -8.486  -0.1271
H: 1.075 -7.358 -6.537  -0.2176
C: 2.260 -1.337 -7.662  0.1031
Cl: 2.350 -3.102 -7.630  -0.1163
Cl: 3.190 -0.641 -6.339  -0.1204
Cl: 2.808 -0.712 -9.217  -0.1233
H: 1.224 -1.053 -7.531  0.2510
C: -1.984 -10.820 -9.424  0.5750
Cl: -1.621 -10.657 -11.143  -0.1297
Cl: -3.461 -9.946 -9.014  -0.1255
Cl: -2.115 -12.519 -8.970  -0.1284
H: -1.167 -10.384 -8.865  -0.1921
C: 1.764 6.518 9.203  -0.0756
Cl: 0.494 6.295 8.001  -0.1068
Cl: 3.338 6.124 8.516  -0.0282
Cl: 1.755 8.173 9.816  -0.1197
H: 1.571 5.851 10.031  0.3302
C: 8.258 7.510 2.607  0.6319
Cl: 8.528 8.910 3.640  -0.0940
Cl: 6.791 7.705 1.644  -0.1264
Cl: 9.650 7.191 1.574  -0.1322
H: 8.106 6.668 3.266  -0.2358
C: 5.025 -6.670 2.435  -0.0295
Cl: 5.992 -5.198 2.334  -0.1078
Cl: 4.915 -7.233 4.103  -0.1126
Cl: 3.419 -6.412 1.753  -0.0853
H: 5.518 -7.437 1.853  0.3411
C: 5.972 10.039 6.824  -0.0414
Cl: 4.585 9.283 7.607  -0.0541
Cl: 7.468 9.245 7.325  -0.1220
Cl: 5.808 10.001 5.069  -0.1007
H: 6.020 11.073 7.136  0.3204


No. 3
Entry from the Open Molecules 2025 dataset: a structure of composition C34H34CuN2P2S5 (the ωB97M-V functional and the def2-TZVPD basis).

As for the expectation value of S²: 0.770. The total energy comes out at -5739.5852 Ha. The HOMO energy (spin up / spin down) is -6.76 / -7.55 eV. The net charge is 0. Its maximum force is 0.0668 hartree/bohr. The calculation puts the relative energy (zero: lowest compared OMol25 entry of this formula, charge and spin) at 0.170 eV. Its multiplicity is 2.

Last column: Mulliken charge in e.
Element x y z (Å)
Cu: 1.417 2.066 -0.657  -0.3755
S: 7.026 0.782 -4.622  -0.1985
C: 5.655 0.958 -3.721  0.0952
S: 5.550 0.809 -1.915  -0.0208
C: 4.062 1.566 -1.706  0.2642
C: 3.281 1.813 -2.907  0.1796
S: 1.651 2.354 -2.963  -0.3949
S: 4.078 1.382 -4.363  -0.0478
S: 3.493 2.048 -0.161  -0.6873
C: 0.047 -1.009 0.574  -1.8014
P: 0.580 -0.086 -1.024  1.8937
C: -0.612 -0.540 -2.292  0.3249
C: -1.592 0.365 -2.797  -0.3195
C: -2.587 0.037 -3.710  -0.6239
C: -2.676 -1.334 -4.129  -0.6086
C: -1.776 -2.288 -3.704  -0.9503
C: -0.776 -1.874 -2.779  -0.0841
C: 2.015 -1.058 -1.564  0.4280
C: 2.179 -1.457 -2.880  -0.1296
C: 3.248 -2.330 -3.134  -0.8721
C: 4.226 -2.587 -2.200  -0.5904
C: 4.050 -2.154 -0.898  -0.9185
C: 2.989 -1.329 -0.578  -0.9952
P: -1.756 -0.927 0.969  -0.0728
C: -2.418 -2.428 0.279  1.0095
C: -3.711 -2.430 -0.093  -0.4833
C: -4.324 -3.596 -0.482  -0.6665
C: -3.532 -4.782 -0.571  -0.5606
C: -2.154 -4.751 -0.338  -0.6604
C: -1.614 -3.583 0.191  -0.2988
C: -1.746 -1.491 2.717  0.5648
C: -2.775 -0.825 3.477  -0.5339
C: -2.942 -1.132 4.816  -0.7419
C: -1.914 -1.850 5.428  -0.4173
C: -0.955 -2.523 4.715  -0.7390
C: -0.934 -2.397 3.306  0.2924
H: 0.521 -0.351 1.384  0.5900
H: 0.460 -2.023 0.641  0.9029
H: -1.452 1.448 -2.524  -0.0021
H: -3.311 0.853 -3.976  0.3632
H: -3.388 -1.559 -4.886  0.4232
H: -1.836 -3.294 -4.043  0.5033
H: -0.060 -2.597 -2.409  0.5173
H: 1.456 -1.068 -3.677  0.5264
H: 3.466 -2.693 -4.177  0.2894
H: 5.059 -3.134 -2.504  0.5248
H: 4.791 -2.350 -0.134  0.3958
H: 2.801 -0.917 0.391  0.4626
H: -4.255 -1.536 -0.065  0.5276
H: -5.358 -3.637 -0.857  0.3658
H: -4.022 -5.746 -0.720  0.3900
H: -1.531 -5.678 -0.369  0.3973
H: -0.541 -3.544 0.409  0.0851
H: -3.499 -0.231 2.892  0.3209
H: -3.736 -0.760 5.397  0.4513
H: -1.919 -1.938 6.497  0.3878
H: -0.308 -3.191 5.199  0.4714
H: -0.201 -2.965 2.690  0.1523
C: -0.870 3.796 0.480  -0.5264
C: -1.422 4.590 1.675  -0.8028
N: -0.400 4.920 2.636  -0.1287
C: 0.145 3.638 3.193  -0.9563
C: 0.734 2.808 2.055  0.0574
N: 0.594 3.401 0.770  1.3167
C: 1.297 4.636 0.867  -0.8684
C: 0.744 5.569 2.005  -0.6120
H: -0.900 4.374 -0.444  0.5102
H: -1.440 2.870 0.382  -0.0221
H: -2.212 3.935 2.157  0.3531
H: -1.899 5.513 1.328  0.2772
H: -0.680 3.036 3.698  0.2966
H: 0.832 3.896 4.050  0.2582
H: 0.160 1.877 2.172  -0.4770
H: 1.796 2.667 2.230  0.6778
H: 1.338 5.124 -0.105  0.5428
H: 2.383 4.413 1.039  0.2859
H: 0.363 6.556 1.583  0.2336
H: 1.545 5.873 2.787  0.2786